C5H6N5S as an isolated structure at a distorted geometry. Source: OMol25; level of theory: the ωB97M-V functional and the def2-TZVPD basis.

Geometry as XYZ:
```
17
Properties=species:S:1:pos:R:3:forces:R:3:mulliken_charge:R:1
C 0.7583 -2.2915 -2.1371 0.475 -0.776 0.053 -0.077
C -2.2446 0.6265 1.7164 0.306 0.205 0.201 0.001
C -0.3901 1.5375 2.1497 -0.242 -0.261 -0.351 -0.155
C 1.1822 -0.4344 -1.1014 1.265 -1.952 0.123 0.689
C 1.0980 0.8997 -0.7370 -1.020 1.016 1.595 -0.364
N 0.3265 -1.0801 -1.8811 -0.436 1.381 0.187 -0.438
N 1.9140 -2.6699 -1.5873 0.088 -0.740 -0.264 -0.269
N -1.6103 1.3280 2.6330 -0.746 0.083 0.738 -0.457
N -1.4270 0.4013 0.6842 -0.129 0.030 0.103 0.008
N -0.2474 0.9789 0.9659 1.496 -0.259 -2.018 -0.165
S 2.5415 -1.5242 -0.6990 -1.212 1.236 -0.306 0.224
H 0.2169 -2.9617 -2.7808 -0.064 -0.160 -0.046 0.418
H -3.2592 0.2898 1.7880 -0.199 -0.141 -0.111 0.409
H 0.3773 2.0837 2.6576 0.258 0.117 0.029 0.399
H 1.9085 1.3558 -0.1944 0.116 0.121 0.010 0.283
H 0.4363 1.5509 -1.2887 -0.001 0.062 -0.054 0.269
H -1.5809 -0.0902 -0.1880 0.043 0.039 0.112 0.224
```
Forces are in eV/Å.

Properties
E_tot = -23558.9030 eV
relative energy (zero: lowest compared OMol25 entry of this formula, charge and spin) = 0.0000 eV
total charge = +1
maximum force = 2.53 eV/Å
lowest unoccupied orbital energy = -6.409 eV
gap between HOMO and LUMO = 7.97 eV

=====

A 2-piece molecular cluster, C5H6N8 overall at a distorted geometry. Source: OMol25; level of theory: the ωB97M-V functional and the def2-TZVPD basis.

Geometry as XYZ:
```
19
Properties=species:S:1:pos:R:3:forces:R:3:mulliken_charge:R:1
C 0.0805 -1.4377 -0.9493 1.672 -0.401 -0.589 -0.100
C 0.0380 2.0017 -0.0935 0.507 -0.505 0.020 0.431
C 1.0816 -0.5524 1.2610 -2.009 -2.683 1.645 -1.223
C -1.4543 -0.5410 0.8506 0.403 -4.728 -4.220 -1.352
C -0.0420 -0.6443 0.2579 -1.184 1.843 0.280 1.295
N -0.9436 -1.7800 -1.7621 1.356 -0.150 0.063 -0.263
N 0.7746 2.6434 0.8546 -0.587 -2.357 -0.541 -0.166
N 1.2906 -1.9027 -1.4759 -1.253 1.150 0.748 -0.296
N -0.5454 2.8573 -0.9482 0.097 -1.400 0.808 -0.448
N -0.3407 -2.4069 -2.7754 -0.920 -0.121 -0.862 -0.497
N 0.5775 3.9002 0.5637 0.948 1.813 1.501 -0.550
N 0.9642 -2.4498 -2.6349 -0.444 -0.077 1.008 -0.440
N -0.1858 4.0410 -0.4441 -0.890 1.324 -1.679 -0.414
H 0.8942 0.0903 2.2124 0.329 -0.800 -2.161 0.284
H 1.0999 -1.7166 1.6439 0.539 2.396 -0.548 0.376
H 1.9319 -0.3424 0.6732 1.440 0.302 0.116 0.316
H -2.2299 -0.7921 -0.0231 1.580 0.559 2.147 0.304
H -1.4192 -1.3474 1.5921 -0.747 0.109 0.357 0.341
H -1.5722 0.3795 1.1972 -0.837 3.728 1.906 0.400
```
Forces are in eV/Å.

Properties
E_tot = -17197.1700 eV
total charge = -2
maximum force = 6.35 eV/Å
lowest unoccupied orbital energy (alpha / beta) = 6.358 / 6.190 eV
gap between HOMO and LUMO (alpha / beta) = 6.72 / 7.85 eV

=====

An isolated ion of composition C5H6NO and charge +1 at a distorted geometry. Source: OMol25; level of theory: the ωB97M-V functional and the def2-TZVPD basis.

Geometry as XYZ:
```
13
Properties=species:S:1:pos:R:3:forces:R:3:mulliken_charge:R:1
C -1.8293 -0.6737 -0.6950 2.062 0.599 5.455 -0.133
C -0.8495 -0.2935 0.2161 -2.864 -1.412 -0.710 0.174
C 1.4313 0.0107 -0.5940 0.504 -0.791 1.153 -0.535
C 1.1827 1.3136 0.0131 1.486 -0.409 1.302 -0.348
C 0.4118 0.1073 0.5959 0.967 0.211 0.121 -0.081
N -2.0510 -0.9583 0.6399 2.527 1.930 -3.049 0.355
O -2.6756 -1.3765 1.5211 -1.322 -0.980 1.379 -0.460
H -2.0848 -0.7075 -1.6619 -1.542 -0.358 -3.385 0.426
H 0.7759 -0.2104 -1.4099 0.777 -0.171 -1.097 0.287
H 2.3560 -0.5817 -0.3881 -1.087 0.543 -0.423 0.281
H 1.9337 1.5939 0.8551 -1.471 0.239 -2.063 0.262
H 0.6641 1.9843 -0.6490 -0.067 0.678 0.581 0.290
H 0.7346 -0.2082 1.5568 0.032 -0.081 0.738 0.482
```
Forces are in eV/Å.

Properties
E_tot = -8806.2301 eV
SMILES = O=[n+]1cc1C1CC1
relative energy (zero: lowest compared OMol25 entry of this formula, charge and spin) = 6.7210 eV
total charge = +1
maximum force = 5.86 eV/Å
lowest unoccupied orbital energy = -4.908 eV
gap between HOMO and LUMO = 10.49 eV